[1]
{"formula": "C36H36GeN2O10Se2Ti", "method": "ωB97M-V with the def2-TZVPD basis set", "e_tot_ev": -271694.094, "gap_ev": [1.832, 4.245], "charge": -2, "spin_multiplicity": 3, "lumo_energy_ev": [2.2752, 2.2751], "species": ["C", "C", "H", "C", "O", "C", "C", "H", "Ge", "H", "H", "C", "C", "O", "H", "H", "C", "H", "O", "H", "H", "C", "H", "H", "H", "H", "C", "Ti", "H", "C", "H", "O", "C", "N", "H", "C", "H", "H", "O", "O", "H", "C", "C", "C", "H", "C", "O", "H", "H", "H", "O", "C", "H", "H", "H", "C", "H", "C", "H", "H", "C", "C", "O", "Se", "C", "C", "C", "H", "H", "C", "C", "H", "C", "O", "C", "C", "C", "C", "H", "C", "H", "C", "H", "Se", "H", "N", "C", "C"], "coordinates": [[7.8461, -17.8523, -11.4435], [13.4372, -13.3909, -3.5646], [9.0002, -14.8173, -4.9842], [14.6811, -14.0301, -3.7931], [12.8901, -16.2439, -4.9734], [13.0103, -13.1369, -2.2542], [17.0565, -15.4306, -5.5582], [14.1326, -13.1597, -7.3519], [15.7726, -13.9811, -5.4741], [10.6567, -18.9365, -13.0427], [19.1745, -10.7954, -3.4921], [11.6274, -12.5776, -9.7658], [8.1210, -20.1079, -11.1768], [10.5821, -17.9268, -4.2920], [15.9943, -11.4674, -7.2942], [12.6837, -12.5954, -10.1165], [17.5122, -17.7324, -5.1170], [16.0847, -15.3641, -2.7644], [11.5786, -14.7644, -5.8882], [19.5648, -18.2938, -4.6973], [12.1362, -19.0056, -3.3743], [14.8218, -14.4744, -1.3899], [10.8158, -21.1917, -3.3714], [17.1470, -18.7387, -4.8888], [9.3123, -16.7942, -12.6968], [6.9519, -13.4995, -4.4098], [9.0140, -17.7411, -12.2209], [10.7229, -13.4225, -7.1198], [17.6474, -12.7171, -3.5205], [13.5943, -25.7401, -10.7899], [11.2622, -11.5773, -9.5520], [9.6875, -11.8436, -7.2086], [9.3441, -20.1193, -11.7913], [7.4038, -19.0181, -10.9008], [6.0820, -13.5840, -8.6620], [17.6671, -12.0297, -4.3722], [18.8072, -14.1377, -5.6290], [9.6258, -20.4178, -4.4621], [14.3803, -25.5153, -11.6781], [11.5279, -13.4668, -8.6692], [10.9908, -13.0390, -10.5740], [15.3133, -14.6196, -2.6770], [6.4618, -13.1246, -6.5878], [18.4275, -9.9528, -5.3884], [17.4359, -9.6031, -7.2675], [13.6969, -15.3614, -7.0825], [10.7782, -11.9606, -6.0962], [7.6373, -21.0972, -10.8605], [15.3281, -14.2960, -7.9782], [20.4289, -15.9472, -5.3487], [12.5812, -25.6911, -10.1269], [8.0145, -14.3532, -8.0460], [10.6047, -18.9041, -2.5441], [9.9615, -20.9975, -11.6822], [12.8763, -13.0529, -4.4453], [8.3682, -14.3306, -5.7266], [11.3161, -20.5308, -5.0527], [6.1235, -19.2816, -5.5282], [13.3989, -13.4426, -0.1914], [11.4264, -17.4223, -4.5352], [17.6042, -10.2397, -6.4294], [10.6463, -20.4063, -4.1575], [5.1789, -19.8060, -5.0528], [6.6273, -16.3296, -11.0152], [16.5823, -16.7451, -5.3822], [13.7473, -13.6425, -1.1735], [6.8005, -13.6409, -7.8468], [13.0322, -15.3025, -7.9511], [12.0858, -12.4912, -2.0871], [18.8716, -17.5066, -5.0340], [11.0236, -19.0411, -3.5332], [5.7471, -12.3196, -6.5111], [16.7759, -11.3863, -6.4961], [7.0353, -18.5685, -5.7404], [9.7474, -18.9437, -12.4050], [16.7315, -12.2594, -5.4126], [14.6249, -14.1311, -7.1398], [18.4309, -15.1726, -5.5140], [15.5096, -16.8988, -5.3644], [12.6784, -15.4770, -5.9092], [14.2784, -16.3141, -7.0941], [18.5323, -10.9619, -4.3612], [19.1022, -9.0681, -5.2498], [8.4332, -14.7589, -9.8166], [15.4011, -14.8453, -0.6104], [8.8710, -14.4894, -6.9892], [19.3277, -16.2040, -5.2479], [7.1789, -13.6668, -5.4786]], "mulliken_spin": [0.00, 0.00, 0.00, 0.00, 0.01, 0.00, 0.00, -0.01, -0.01, 0.00, 0.00, 0.01, -0.02, 0.00, 0.00, 0.00, 0.00, 0.00, 0.00, 0.00, 0.00, 0.00, 0.00, 0.00, 0.00, 0.01, 0.03, 0.81, 0.00, 0.00, 0.00, 0.03, 0.03, 0.02, 0.01, 0.00, 0.00, 0.00, 0.00, 0.01, 0.00, 0.00, 0.06, 0.00, 0.00, 0.03, -0.02, 0.00, 0.00, 0.00, 0.00, 0.01, 0.00, 0.00, 0.01, 0.05, 0.00, 0.00, 0.00, 0.00, 0.00, 0.00, 0.00, 0.43, 0.00, 0.00, 0.03, 0.00, 0.00, 0.00, 0.00, 0.01, 0.00, 0.00, -0.01, 0.00, 0.02, 0.00, 0.00, -0.01, 0.00, 0.00, 0.00, 0.36, 0.00, 0.06, 0.00, 0.01]}

[2]
{"formula": "C36H36LiN4P2S3Se", "method": "ωB97M-V with the def2-TZVPD basis set", "e_tot_ev": -160516.851, "gap_ev": 5.936, "charge": -1, "spin_multiplicity": 1, "lumo_energy_ev": 2.1817, "species": ["H", "S", "H", "C", "C", "C", "C", "C", "C", "Se", "H", "C", "H", "H", "H", "C", "P", "Li", "C", "N", "C", "S", "C", "H", "H", "H", "H", "H", "H", "C", "N", "C", "H", "C", "H", "H", "C", "C", "C", "C", "H", "H", "C", "H", "C", "H", "H", "P", "H", "H", "H", "C", "C", "C", "H", "H", "C", "C", "H", "C", "H", "H", "C", "H", "H", "C", "N", "C", "H", "C", "C", "H", "H", "S", "C", "H", "C", "N", "H", "H", "C", "C", "C"], "coordinates": [[3.9417, 2.6195, -4.4297], [4.6220, 0.4175, -1.6938], [0.3987, -3.0711, 1.1121], [-3.7028, -3.3307, 0.7314], [-2.5212, -1.2735, 0.2436], [4.4180, 1.7868, -2.6576], [0.6462, -0.8201, 2.5656], [-0.0339, -0.7032, 4.8753], [-4.7181, -1.6739, -0.6771], [1.8365, 2.9350, -0.5526], [-3.9532, -4.0704, -3.4639], [0.5606, -5.2258, 1.0908], [1.0558, 1.6567, 2.0600], [1.1328, 5.5636, -0.3992], [-0.0394, 6.3896, 0.6500], [0.6343, -6.3560, 0.2911], [0.2826, -2.1333, -1.6003], [2.0395, -0.1982, -1.3197], [0.2979, -0.8974, -0.4949], [4.0340, 1.7474, -3.9402], [-0.5030, 5.3586, 4.8449], [-1.5834, 1.6627, 0.1115], [-2.6926, -1.0016, -4.1359], [-0.0993, 6.7498, 3.2393], [-4.4547, -2.0435, -4.7963], [1.3759, -1.0530, 1.7962], [3.4391, -0.2553, -4.0315], [0.1887, -0.8189, 5.9315], [-5.5455, -1.3421, -1.2940], [-2.5869, -2.5154, 0.8748], [1.0044, 2.6627, 2.1380], [-1.3043, -0.3058, 4.4690], [1.9328, -1.2782, 4.2290], [-0.0606, 5.7217, 3.5781], [3.0042, 0.7243, -5.4306], [4.6961, 3.0136, -1.1469], [0.3856, -3.8265, -0.8743], [-2.1219, -3.2858, -2.6685], [-1.5928, -0.1614, 3.1183], [1.2615, 3.4679, 1.0794], [-2.5777, 0.1602, 2.8015], [-1.9324, -4.1694, -2.0721], [0.4212, 4.7107, 2.7658], [-2.9187, -0.0996, -4.6925], [-1.5488, -1.0602, -3.3560], [-0.8882, -0.2044, -3.2887], [0.6808, -7.1025, -1.7237], [-0.9966, -0.2356, 0.3449], [0.0518, 1.9891, 4.7745], [-0.8950, 6.1195, 5.5087], [0.7289, -7.3378, 0.7411], [0.9438, -0.9549, 3.9222], [0.4367, -3.9678, 0.5063], [0.4699, 3.3854, 3.1934], [3.1889, 4.2187, -3.0843], [1.7092, 6.5963, 0.9325], [0.4929, -4.9671, -1.6712], [-0.4578, 4.0322, 5.2717], [4.8618, 4.4657, -3.6733], [4.2442, 4.2463, -2.7970], [-3.5589, 0.1172, -0.9947], [0.5074, -4.8582, -2.7497], [-1.2441, -2.2089, -2.6217], [-0.8184, 3.7809, 6.2621], [0.6011, -5.3187, 2.1701], [-0.6216, -0.4227, 2.1502], [4.6649, 3.0170, -2.1529], [-4.7709, -2.9126, -0.0505], [4.6890, 0.1905, -5.2073], [-3.2720, -3.2273, -3.4510], [0.9331, 5.8968, 0.6155], [-2.0720, -0.1092, 5.2094], [4.3668, 5.0613, -2.0894], [1.8684, -2.0801, -2.8775], [-3.6045, -0.8576, -0.5241], [-5.6400, -3.5493, -0.1715], [3.7848, 0.5283, -4.6974], [0.9136, 4.7307, 1.4671], [-3.7335, -4.2936, 1.2294], [-1.7620, -2.8528, 1.4893], [0.0309, 3.0213, 4.4530], [-3.5566, -2.0906, -4.1910], [0.6046, -6.2235, -1.0939]], "lowdin_charge": [0.11, 0.56, 0.07, -0.09, -0.33, -0.91, -0.13, -0.13, -0.10, 0.68, 0.10, -0.09, 0.12, 0.03, 0.10, -0.11, 0.31, 0.34, -0.65, -0.04, -0.10, 0.17, -0.09, 0.10, 0.09, 0.08, -0.03, 0.09, 0.10, -0.09, 0.13, -0.11, 0.10, -0.02, 0.09, 0.07, -0.34, -0.09, -0.10, -0.77, 0.10, 0.10, -0.16, 0.10, -0.10, 0.10, 0.09, 0.32, 0.09, 0.09, 0.09, -0.09, -0.09, -0.16, 0.06, 0.09, -0.12, -0.09, 0.08, -0.13, 0.06, 0.10, -0.32, 0.10, 0.10, -0.36, -0.10, -0.11, 0.08, -0.10, -0.04, 0.10, 0.08, 0.16, -0.12, 0.09, -0.10, -0.08, 0.10, 0.09, 0.01, -0.11, -0.10]}

[3]
{"formula": "C36H36N4NaO2Sb2Se", "method": "ωB97M-V with the def2-TZVPD basis set", "e_tot_ev": -130812.200, "gap_ev": 4.964, "charge": -1, "spin_multiplicity": 1, "lumo_energy_ev": 1.1844, "species": ["C", "H", "Se", "N", "H", "C", "C", "C", "H", "H", "C", "H", "C", "C", "C", "N", "H", "O", "C", "C", "H", "C", "N", "H", "C", "H", "H", "Sb", "H", "H", "H", "H", "C", "H", "C", "C", "C", "Na", "H", "H", "H", "H", "H", "C", "H", "C", "H", "H", "C", "C", "H", "O", "H", "C", "C", "H", "H", "C", "C", "H", "N", "C", "C", "C", "H", "H", "C", "C", "H", "H", "H", "C", "C", "H", "H", "C", "Sb", "C", "C", "H", "C", "C"], "coordinates": [[3.3272, 0.7446, 3.0568], [2.5697, 4.3804, 0.7378], [-2.8952, 8.3835, 0.7986], [-0.1836, 2.9794, -0.5789], [0.4901, 1.7702, 3.4264], [-1.4205, -0.7273, -3.7036], [-3.3616, 4.8282, -0.8314], [-2.2876, 1.2188, -4.5092], [2.1646, -4.4495, -0.7707], [-5.8517, 3.1878, -2.4206], [-3.1607, -3.3495, 0.9727], [1.0917, -3.7550, 0.4411], [-0.6702, 5.1852, 0.2228], [0.6473, 5.3376, 0.6521], [4.2306, -2.5391, 2.7577], [-1.4025, 7.4009, 0.9152], [4.0134, -2.6024, -2.4713], [-0.9116, -0.6035, 0.5441], [-2.7311, -4.5554, 3.0101], [1.8344, -1.9609, 2.3902], [0.6982, -0.0276, -3.7671], [1.0697, 3.1537, -0.1965], [-2.7087, 2.6028, -1.4149], [4.2804, 0.3007, 2.7714], [-1.6544, 6.2550, 0.3513], [1.9537, -4.0244, -3.3043], [0.1757, 0.1016, 3.9395], [1.5029, -1.9725, -1.5620], [-4.0837, 1.4294, -2.3695], [-1.0060, -1.6372, 2.9235], [-0.7294, 0.7883, 2.5621], [-3.6619, -3.2425, 0.0193], [-4.6205, 4.6165, -1.3921], [6.3097, -2.9879, 3.0254], [-0.8964, 1.3818, -4.3991], [-3.3651, -4.4608, 1.7774], [0.2272, 0.7704, 3.0776], [-1.4891, 0.4430, -1.4364], [0.9462, 6.2627, 1.1270], [6.4818, -4.1894, 0.8528], [4.1508, -2.0147, 3.7034], [-1.3983, -3.5998, 4.3964], [3.4191, 1.8307, 2.9896], [-2.0515, -1.1428, 0.4764], [3.5606, -0.9707, -3.0157], [1.9968, -3.5746, -0.1404], [-3.6044, -0.5200, -4.0439], [1.7705, -1.9214, 3.4799], [-1.6680, -2.4364, 2.6139], [3.5470, -1.6627, -2.1731], [3.0998, 0.4764, 4.0908], [-2.9829, -0.7933, -0.2775], [-4.0235, -5.2545, 1.4452], [-1.8888, -3.5357, 3.4324], [5.5405, -3.7575, 1.1701], [0.2296, -3.9938, -2.8583], [0.9413, -2.4444, 2.0014], [5.4460, -3.0847, 2.3791], [-2.6162, -0.0779, -4.0701], [-2.8949, -5.4209, 3.6408], [-3.8000, 7.0955, -0.0557], [3.1792, -3.3512, 0.7425], [-3.9056, 2.4102, -1.9467], [4.4137, -3.8911, 0.3763], [-0.3331, 2.2697, -4.6559], [-5.3529, 5.4127, -1.3655], [-0.3566, 0.1801, -3.9029], [1.5336, 4.3073, 0.4359], [4.4789, -4.4404, -0.5566], [-1.3351, -1.7514, -3.3603], [0.8407, -2.8395, -4.0490], [-4.8926, 3.3965, -1.9671], [3.0924, -2.6373, 1.9549], [-2.9860, 1.9642, -4.8713], [4.1167, -1.2286, -1.3511], [-2.2989, -2.3374, 1.3799], [1.7428, 0.0998, 1.7195], [1.0882, -3.3816, -3.1367], [-2.4276, 3.7887, -0.8821], [1.7431, 2.3305, -0.4024], [-2.9919, 6.0835, -0.1896], [-1.0458, 3.9806, -0.3820]], "lowdin_charge": [-0.36, 0.10, 1.06, 0.16, 0.00, -0.23, -0.10, -0.21, 0.05, 0.11, -0.03, 0.05, -0.10, -0.01, -0.08, -0.23, 0.00, -0.18, -0.11, -0.33, 0.04, -0.14, 0.15, -0.02, -0.34, 0.00, 0.00, 1.35, 0.11, 0.08, -0.01, 0.11, 0.00, 0.09, -0.19, -0.09, -0.33, 0.25, 0.11, 0.09, 0.10, 0.10, -0.02, -0.63, -0.01, -0.32, 0.08, 0.07, -0.04, -0.34, 0.00, -0.02, 0.09, -0.09, -0.11, 0.00, 0.03, -0.11, -0.21, 0.09, -0.23, -0.28, -0.09, -0.07, 0.07, 0.11, -0.23, -0.04, 0.11, 0.07, -0.01, -0.03, -0.29, 0.07, -0.01, -0.12, 1.35, -0.34, -0.13, 0.07, -0.34, -0.13]}